1.
C5H8FNS | wB97M-V/def2-TZVPD

Each line ends with the natural charge from an NBO analysis.
Element x y z (Å)
S -1.03399 2.02457 -1.51748  0.48
F 2.31342 -0.43928 0.52695  -0.35
N -0.44433 2.33369 -0.07608  -0.59
C 0.15768 1.34891 0.61824  0.07
C -0.64308 -0.98272 1.18305  -0.64
C 1.33038 -0.52886 -0.33088  0.05
C 0.02397 -0.16144 0.03611  -0.20
C -0.85428 0.16508 -1.25742  -0.54
H 0.48934 1.61323 1.53537  0.19
H -0.24219 -0.28057 -2.12690  0.23
H -1.40542 -0.27188 2.00097  0.25
H -1.49477 -1.85649 0.65617  0.24
H -1.88913 -0.05215 -1.14009  0.23
H 1.48130 -1.60315 -0.73521  0.15
H 0.50206 -1.30914 1.69798  0.25
H 1.70904 0.00020 -1.07075  0.17

The energy above the lowest of the compared OMol25 structures with the same formula, charge and spin comes out at 99.0 kcal/mol. Its HOMO energy is -8.4 eV. The SMILES is C[C@]1(CF)C=NSC1. The calculation puts the molar mass at 133.19 g mol⁻¹.


2.
C5H8HgO3S2 | wB97M-V/def2-TZVPD

Each line ends with the natural charge from an NBO analysis.
Element x y z (Å)
Hg 0.92566 -3.20305 1.85655  1.53
S -1.73719 -0.86790 -1.48501  0.48
S 1.66642 -0.97715 0.67525  1.76
O 0.02595 -1.46723 0.56545  -0.75
O 1.46056 0.57514 0.87078  -0.59
O 2.12714 -1.48386 2.02256  -0.92
C 2.26029 1.25226 0.01086  0.11
C -2.04033 0.95474 0.60438  -0.61
C 3.04703 1.99631 -0.47110  -0.09
C -0.29030 -1.72638 -0.93120  -0.31
C -1.54680 0.80204 -0.82406  -0.55
H 3.77644 2.60349 -0.95723  0.29
H -0.47924 -2.78127 -1.02134  0.24
H -2.18320 1.39949 -1.46122  0.27
H -1.98614 2.00319 0.86021  0.25
H -0.53364 1.15396 -0.96964  0.22
H 0.57065 -1.43543 -1.51790  0.24
H -1.47671 0.37327 1.31162  0.19
H -3.08202 0.67572 0.64645  0.24

The net charge is +2. Its HOMO energy is -16.4 eV. The calculation puts the molar mass at 380.84 g mol⁻¹.


3.
C5H8HoLiO4 | wB97M-V/def2-TZVPD

Each line ends with the Löwdin spin population.
Element x y z (Å)
Ho -0.02319 0.09619 0.93345  4.02
O -1.86650 0.17764 -0.03294  0.00
O 2.86830 -0.58636 0.95378  0.00
O 2.42190 0.61151 2.72951  0.00
O 0.13476 -1.57018 -0.12562  -0.01
C 1.39557 -1.99744 -0.52628  0.00
C 1.96976 0.15373 1.69238  0.00
C -2.59240 2.46091 -0.07673  0.00
C -2.61454 1.05071 -0.49750  0.00
C 2.51998 -0.98103 -0.37469  0.00
Li -1.58660 -1.89604 -0.52735  0.00
H -1.86417 3.06145 -0.63134  0.00
H -2.36668 2.49534 1.00126  0.00
H 2.28066 -0.08892 -0.97853  0.00
H 1.66719 -2.87713 0.08750  0.00
H 3.43814 -1.42129 -0.78526  0.00
H -3.61158 2.86442 -0.18816  0.00
H -3.52530 0.70317 -1.01398  0.00
H 1.35469 -2.25667 -1.63951  0.00

The net charge is +2. As for the spin multiplicity: 5. Its HOMO energy (spin up / spin down) is -15.5 / -15.5 eV. The calculation puts the molar mass at 303.99 g mol⁻¹.


4.
C5H8IN | wB97M-V/def2-TZVPD

Each line ends with the natural charge from an NBO analysis.
Element x y z (Å)
I 3.01540 -0.39782 0.07212  -0.23
N 1.06106 1.04563 0.13095  -0.38
C 1.59754 2.41375 0.01784  -0.41
C -0.09535 0.67994 -0.03664  0.35
C -2.02124 -1.17355 -0.20270  -0.42
C -0.55636 -0.78769 -0.13560  -0.36
C -1.20810 -2.17302 0.46884  -0.34
H 2.56184 2.34958 0.37623  0.22
H -2.54151 -1.31071 -1.19032  0.22
H -1.17034 -2.12587 1.60906  0.23
H 1.68254 2.57954 -0.99085  0.21
H -0.15290 -0.91654 -1.07776  0.23
H -2.55142 -0.39093 0.46070  0.22
H -0.73779 -3.03279 0.01529  0.24
H 1.11664 3.24047 0.48283  0.22

The energy above the lowest of the compared OMol25 structures with the same formula, charge and spin comes out at 86.5 kcal/mol. Its HOMO energy (spin up / spin down) is -8.2 / -8.2 eV. The calculation puts the molar mass at 209.03 g mol⁻¹.


5.
C5H8IN | wB97M-V/def2-TZVPD

Each line ends with the natural charge from an NBO analysis.
Element x y z (Å)
I -1.97856 1.16164 2.08142  0.01
N 1.59914 -0.24100 0.19534  -0.40
C 1.77421 -1.40825 1.00589  -0.42
C -1.56385 0.07802 0.30008  -0.34
C 0.59835 1.53786 -1.22084  -0.72
C -2.55933 -0.50231 -0.29890  -0.56
C 0.73656 0.41255 -0.26513  0.59
H -0.44161 1.61344 -1.72643  0.27
H -3.57422 -0.51300 -0.13036  0.20
H 2.86692 -1.57758 1.15880  0.21
H 1.41129 1.49781 -1.96674  0.24
H -2.26131 -0.96465 -1.21713  0.20
H 1.23316 -2.24021 0.62709  0.23
H 1.45189 -1.25361 1.97966  0.22
H 0.70735 2.39928 -0.52277  0.26

The energy above the lowest of the compared OMol25 structures with the same formula, charge and spin comes out at 77.9 kcal/mol. Its HOMO energy (spin up / spin down) is -7.7 / -7.7 eV. The calculation puts the molar mass at 209.03 g mol⁻¹.


6.
C5H8IN2 | wB97M-V/def2-TZVPD

Each line ends with the Löwdin spin population.
Element x y z (Å)
I -3.00316 -0.00771 0.05177  1.30
N 1.36049 -1.31298 -0.09773  0.04
N -0.18302 0.84587 -0.10667  0.03
C 0.68300 -2.42163 0.59708  0.01
C -0.01458 -1.83019 -0.55145  0.03
C 0.12524 -0.44797 -0.15557  0.14
C -1.44917 1.46366 -0.45001  0.39
C 0.91510 1.74255 0.42903  0.01
H -1.61679 1.57842 -1.61788  0.01
H 1.19497 2.32745 -0.43572  0.00
H 1.70317 1.07886 0.68660  0.00
H -1.59478 2.46459 0.06888  0.01
H 0.54205 2.36059 1.21576  0.00
H 0.62103 -2.05655 1.59129  0.00
H -0.32361 -2.35920 -1.50079  0.00
H 1.04006 -3.42574 0.27541  0.00

The energy above the lowest of the compared OMol25 structures with the same formula, charge and spin comes out at 99.6 kcal/mol. The net charge is +1. As for the spin multiplicity: 3. Its HOMO energy (spin up / spin down) is -10.1 / -14.4 eV. The calculation puts the molar mass at 223.04 g mol⁻¹.


7.
C5H8IN3 | wB97M-V/def2-TZVPD

Each line ends with the natural charge from an NBO analysis.
Element x y z (Å)
I -1.70971 3.53757 2.48462  0.41
N 0.97447 -0.87342 -1.30088  -0.52
N -1.24123 -0.75211 -0.52434  -0.53
N 2.14181 0.54815 0.16212  -0.67
C -0.74330 0.94032 1.23976  0.04
C 1.08084 -0.02036 -0.30043  0.53
C -0.37595 -1.45753 -1.48969  -0.08
C -1.03303 1.59016 2.29732  -0.32
C -0.29316 0.09991 0.34119  -0.04
H 3.05573 0.50120 -0.28206  0.46
H 1.79615 -1.19879 -1.78939  0.46
H -1.74859 0.09407 -0.94097  0.48
H -0.82267 1.21780 3.28031  0.30
H -1.91933 -1.41272 -0.16109  0.48
H -0.65051 -1.40795 -2.62209  0.29
H -0.46186 -2.64685 -1.28992  0.27
H 1.95033 1.24055 0.89553  0.45

The net charge is +2. Its HOMO energy is -16.5 eV. The SMILES is [NH2+]=C1NC[NH2+]C1=C=CI. The calculation puts the molar mass at 237.04 g mol⁻¹.


8.
C5H8LiO4Sc | wB97M-V/def2-TZVPD

Each line ends with the Löwdin spin population.
Element x y z (Å)
Sc 1.00394 -2.85796 0.03790  0.90
O 0.24974 -0.26439 -1.52584  0.01
O 1.28274 1.40843 -0.52483  0.00
O 1.73491 -0.71269 0.06973  0.03
O 0.03879 -2.39408 1.73271  0.01
C -1.08725 -1.49855 1.77025  0.01
C 0.02814 0.85106 -2.40251  0.00
C 1.00643 0.11773 -0.49508  0.00
C -0.67475 -0.04355 2.01130  0.01
C 0.49783 2.03687 -1.55316  0.00
Li 1.16990 -1.04242 2.38992  0.02
H -1.16794 0.64242 1.30424  0.00
H -1.62283 -1.57896 0.80209  0.00
H -1.04081 0.34646 2.97700  0.00
H 0.62492 0.69502 -3.30766  0.00
H -1.80982 -1.88225 2.51596  0.00
H -0.33217 2.56678 -1.07123  0.00
H 1.13924 2.73611 -2.09615  0.00
H -1.04100 0.87396 -2.63464  0.00

The energy above the lowest of the compared OMol25 structures with the same formula, charge and spin comes out at 25.2 kcal/mol. The net charge is +1. As for the spin multiplicity: 2. Its HOMO energy (spin up / spin down) is -9.9 / -9.8 eV. The calculation puts the molar mass at 184.01 g mol⁻¹.


9.
C5H8N | wB97M-V/def2-TZVPD

Each line ends with the natural charge from an NBO analysis.
Element x y z (Å)
N -0.17981 -0.69995 0.80422  -0.31
C 1.85006 -0.36400 1.00082  -0.55
C 0.80034 -1.28968 1.45485  0.31
C 0.87526 0.08011 -0.06490  -0.02
C -1.91838 0.71856 -1.31598  -0.36
C -0.37024 0.61815 0.37781  -0.09
H 0.92142 -0.18433 -1.18892  0.27
H -2.68658 0.69774 -0.60456  0.20
H 0.67869 -2.17613 2.16365  0.27
H 2.93874 -0.66421 0.65222  0.30
H -1.72662 1.67847 -1.80023  0.23
H 2.12787 0.64287 1.50327  0.31
H -0.61656 1.36921 1.12384  0.26
H -1.84042 -0.22580 -1.76952  0.21

The energy above the lowest of the compared OMol25 structures with the same formula, charge and spin comes out at 176.5 kcal/mol. The net charge is +1. Its HOMO energy (spin up / spin down) is -14.0 / -14.0 eV. The calculation puts the molar mass at 82.13 g mol⁻¹.


10.
C5H8N | wB97M-V/def2-TZVPD

Each line ends with the natural charge from an NBO analysis.
Element x y z (Å)
N -0.21314 0.69311 -0.58267  -0.26
C 0.04353 0.74228 -1.95341  0.07
C -0.23193 1.54082 0.49953  -0.05
C -0.43286 0.63912 1.44409  -0.08
C -0.46667 -0.51384 0.38244  -0.03
C 0.57759 -1.50598 0.42777  -0.68
H -0.56066 0.57287 2.46092  0.25
H 0.55494 -1.79819 1.49906  0.26
H -0.12039 2.65369 0.52334  0.26
H -0.03091 -0.17956 -2.59336  0.24
H 0.36040 -2.43159 -0.14745  0.25
H 0.48257 1.52705 -2.57121  0.25
H 1.61356 -1.20527 0.20325  0.26
H -1.57605 -0.73450 0.40770  0.26

The energy above the lowest of the compared OMol25 structures with the same formula, charge and spin comes out at 79.5 kcal/mol. The net charge is +1. Its HOMO energy is -14.9 eV. The SMILES is C=[N+]1C=C[C@@H]1C. The calculation puts the molar mass at 82.13 g mol⁻¹.


11.
C5H8N | wB97M-V/def2-TZVPD

Each line ends with the natural charge from an NBO analysis.
Element x y z (Å)
N 0.77301 -0.31465 0.31913  -0.24
C -0.22182 0.27521 0.99714  0.12
C -0.64862 0.32469 -1.68486  -0.67
C 1.69509 -1.15855 0.37870  0.11
C -0.53500 0.52299 2.25348  -0.29
C 0.03191 0.63048 -0.43255  -0.03
H -1.48833 0.93426 2.49010  0.24
H 1.77827 -1.85237 1.26693  0.24
H -0.29821 -0.65245 -1.97637  0.24
H -0.30737 1.04612 -2.51232  0.26
H -1.74062 0.24857 -1.82469  0.28
H 0.52417 1.66351 -0.39252  0.27
H -0.19944 0.05112 3.23559  0.26
H 2.18764 -1.49106 -0.50248  0.23

The energy above the lowest of the compared OMol25 structures with the same formula, charge and spin comes out at 96.0 kcal/mol. The net charge is +1. Its HOMO energy is -15.1 eV. The SMILES is C=C1[C@H](C)[N+]1=C. The calculation puts the molar mass at 82.13 g mol⁻¹.


12.
C5H8N | wB97M-V/def2-TZVPD

Each line ends with the natural charge from an NBO analysis.
Element x y z (Å)
N -2.11708 0.62775 -0.01025  -0.33
C 0.11333 0.07128 0.17014  0.48
C -2.04266 -0.63470 -0.08949  0.12
C -0.63394 -1.15632 0.01982  -0.73
C 2.54047 0.25475 -0.12739  -0.22
C -0.80629 1.18021 0.17177  -0.52
H 2.52261 0.17837 -1.19732  0.22
H -0.57330 1.93370 -0.59639  0.32
H -0.31897 -1.75052 -0.84488  0.33
H -0.46153 -1.84092 0.86163  0.34
H 2.65030 1.22214 0.32680  0.22
H -2.91215 -1.24992 -0.23468  0.23
H -0.76095 1.77366 1.09552  0.33
H 2.80016 -0.60948 0.45473  0.22

The energy above the lowest of the compared OMol25 structures with the same formula, charge and spin comes out at 133.4 kcal/mol. The net charge is +1. Its HOMO energy is -14.6 eV. The calculation puts the molar mass at 82.13 g mol⁻¹.


13.
C5H8N | wB97M-V/def2-TZVPD

Each line ends with the natural charge from an NBO analysis.
Element x y z (Å)
N -0.97442 0.00732 -0.94332  -0.15
C -2.08973 0.20280 -0.39593  0.22
C 1.12355 -0.96843 -0.29591  -0.64
C 0.71865 1.20536 0.38053  -0.62
C -1.21395 -0.50856 0.57203  0.01
C 0.06722 -0.05141 0.05088  0.09
H 1.37599 1.67016 -0.30409  0.26
H -3.18077 0.50458 -0.46075  0.32
H 0.86848 -2.08109 -0.36339  0.25
H 1.33106 0.93341 1.21596  0.25
H -1.51052 -1.55244 0.67264  0.24
H 1.95274 -0.80896 0.38389  0.25
H 1.50504 -0.54904 -1.23414  0.26
H 0.02664 1.99629 0.72158  0.24

The energy above the lowest of the compared OMol25 structures with the same formula, charge and spin comes out at 113.2 kcal/mol. The net charge is +1. Its HOMO energy is -16.3 eV. The SMILES is CC1(C)[C@H]2C=[N+]21. The calculation puts the molar mass at 82.13 g mol⁻¹.


14.
C5H8N | wB97M-V/def2-TZVPD

Each line ends with the natural charge from an NBO analysis.
Element x y z (Å)
N -0.38600 1.32430 0.41863  -0.68
C -0.71002 -1.50052 0.36085  -0.40
C 0.18197 0.51051 -0.69588  0.05
C 0.55765 -1.14499 -0.28689  0.11
C -0.70409 -0.72993 -0.97984  -0.22
C 1.58011 -0.18578 -0.59532  -0.37
H -1.08413 0.77932 0.89148  0.42
H 2.24940 -0.36464 -1.46688  0.27
H -1.01140 -1.08000 1.35415  0.20
H -1.17948 -0.99821 -1.83476  0.24
H 0.26889 1.69426 1.11268  0.45
H -1.04932 -2.47307 0.24845  0.26
H -0.97733 1.99229 0.02898  0.45
H 2.21505 0.18211 0.26010  0.23

The energy above the lowest of the compared OMol25 structures with the same formula, charge and spin comes out at 131.0 kcal/mol. The net charge is +1. Its HOMO energy is -13.5 eV. The SMILES is [NH3+][C@]12C[C@]13C[C@H]32. The calculation puts the molar mass at 82.13 g mol⁻¹.


15.
C5H8N | wB97M-V/def2-TZVPD

Each line ends with the natural charge from an NBO analysis.
Element x y z (Å)
N -0.23090 -0.08688 1.53808  -0.56
C 0.06982 -0.05549 -0.93831  -0.11
C -0.93942 -0.35440 0.15373  -0.22
C 1.17023 0.43940 1.11839  -0.06
C 1.21980 0.55202 -0.26398  -0.16
C -0.30711 -0.25591 -2.23723  -0.28
H 2.12222 0.85863 -0.77840  0.27
H -0.66129 0.66544 2.12361  0.44
H 0.32176 -0.11560 -3.11827  0.25
H -1.35616 -0.50455 -2.23820  0.22
H -1.81967 0.35338 0.25393  0.24
H 1.94061 0.80293 1.82882  0.27
H -0.21457 -0.91917 2.26219  0.46
H -1.31531 -1.37980 0.29564  0.25

The energy above the lowest of the compared OMol25 structures with the same formula, charge and spin comes out at 48.8 kcal/mol. The net charge is +1. Its HOMO energy is -13.5 eV. The SMILES is C=C1C=C[NH2+]C1. The calculation puts the molar mass at 82.13 g mol⁻¹.


16.
C5H8N | wB97M-V/def2-TZVPD

Each line ends with the natural charge from an NBO analysis.
Element x y z (Å)
N -1.19542 0.87080 -0.49926  -0.69
C 2.04065 -0.25056 -0.95445  -0.30
C -0.36656 -0.18643 -0.15213  -0.16
C -0.84536 -1.17260 0.86623  -0.61
C 1.07735 0.23399 -0.14322  -0.26
C -0.96847 -1.55370 -0.52405  0.31
H -1.02359 0.91073 -1.60283  0.48
H -1.84557 -0.82076 1.22909  0.28
H -0.24049 -1.79238 1.51500  0.33
H 3.12623 -0.07349 -0.75083  0.24
H -2.24199 0.74365 -0.32002  0.46
H -0.78339 1.75452 -0.00322  0.47
H 1.84633 -1.06726 -1.72676  0.23
H 1.22417 1.14354 0.43476  0.21

The energy above the lowest of the compared OMol25 structures with the same formula, charge and spin comes out at 154.1 kcal/mol. The net charge is +1. Its HOMO energy is -13.7 eV. The calculation puts the molar mass at 82.13 g mol⁻¹.